[1]
C32H72LiN3O9P2 | the ωB97M-V functional and the def2-TZVPD basis

Summary:
Orbital gap in eV: 6.781

Element x y z (Å)
Li  -1.397  6.220  9.283
C  1.736  2.191  8.876
C  0.495  2.694  8.152
C  0.881  3.497  6.936
C  1.370  5.002  7.218
P  1.738  5.930  5.755
C  2.914  4.971  4.830
C  4.378  4.668  5.405
C  5.201  3.709  4.551
C  6.457  3.065  5.179
C  0.136  6.112  4.810
C  0.373  5.993  3.271
C  -0.848  6.413  2.444
C  -0.807  5.942  0.987
C  2.511  7.592  6.250
C  3.019  8.376  5.044
C  3.640  9.758  5.361
C  4.392  10.420  4.281
H  1.526  1.578  9.753
H  2.249  3.068  9.271
H  2.458  1.737  8.197
H  -0.139  3.293  8.807
H  -0.140  1.853  7.874
H  0.024  3.540  6.264
H  1.546  2.863  6.350
H  2.338  5.064  7.716
H  0.749  5.604  7.881
H  3.150  5.551  3.938
H  2.395  4.052  4.558
H  4.479  4.145  6.356
H  4.965  5.568  5.588
H  5.341  4.182  3.579
H  4.599  2.914  4.110
H  6.209  2.371  5.982
H  6.967  3.919  5.625
H  7.183  2.590  4.519
H  -0.356  7.054  5.052
H  -0.583  5.353  5.118
H  0.655  4.968  3.029
H  1.274  6.527  2.970
H  -1.027  7.485  2.521
H  -1.780  5.953  2.772
H  -0.440  6.659  0.253
H  -1.829  5.770  0.648
H  -0.218  5.040  0.821
H  3.267  7.329  6.990
H  1.839  8.196  6.858
H  2.212  8.402  4.311
H  3.796  7.888  4.457
H  4.218  9.785  6.285
H  2.777  10.335  5.695
H  3.739  10.760  3.477
H  5.076  9.718  3.803
H  4.897  11.331  4.604
C  -0.115  -1.632  14.493
C  -0.683  -2.767  13.629
C  -2.028  -2.325  12.908
C  -3.160  -1.838  13.914
P  -4.582  -1.022  13.001
C  -5.940  -0.596  14.154
C  -6.393  -1.806  15.053
C  -7.453  -1.225  15.950
C  -7.906  -2.131  16.972
C  -5.313  -2.205  11.712
C  -4.451  -2.528  10.507
C  -5.003  -2.182  9.137
C  -6.155  -3.145  8.745
C  -4.046  0.345  12.072
C  -3.764  1.700  12.877
C  -3.295  2.933  12.018
C  -2.172  2.794  11.078
H  0.935  -1.814  14.727
H  -0.526  -1.724  15.499
H  -0.250  -0.633  14.080
H  -0.990  -3.602  14.259
H  -0.001  -3.122  12.857
H  -2.210  -3.148  12.216
H  -1.713  -1.502  12.267
H  -2.830  -1.098  14.643
H  -3.562  -2.630  14.545
H  -6.775  -0.357  13.495
H  -5.658  0.311  14.689
H  -5.635  -2.169  15.748
H  -6.611  -2.671  14.427
H  -8.298  -0.784  15.421
H  -7.083  -0.332  16.452
H  -7.106  -2.344  17.681
H  -8.098  -3.128  16.575
H  -8.806  -1.801  17.491
H  -6.239  -1.688  11.464
H  -5.547  -3.114  12.267
H  -4.070  -3.548  10.463
H  -3.625  -1.826  10.624
H  -4.259  -2.241  8.343
H  -5.464  -1.197  9.201
H  -7.093  -3.051  9.292
H  -5.829  -4.178  8.859
H  -6.494  -3.013  7.717
H  -4.810  0.609  11.340
H  -3.144  -0.004  11.570
H  -3.017  1.350  13.590
H  -4.663  1.970  13.432
H  -3.225  3.790  12.688
H  -4.176  3.124  11.405
H  -2.500  2.343  10.141
H  -1.298  2.297  11.498
H  -1.756  3.781  10.875
N  1.362  5.547  10.992
O  1.233  5.384  12.232
O  2.502  5.456  10.452
O  0.410  5.809  10.309
N  -3.689  5.134  9.273
O  -2.732  4.852  8.571
O  -4.782  4.638  9.209
O  -3.372  5.869  10.187
N  -1.168  8.537  8.168
O  -1.082  9.724  7.812
O  -2.058  8.288  9.009
O  -0.624  7.569  7.712

Atomic forces in eV per Å
-0.387 0.501 0.287
0.169 1.014 0.467
-0.046 -0.241 0.622
-0.494 1.203 -0.537
0.552 -1.398 0.083
-1.413 1.717 1.126
2.238 -0.188 -0.185
-0.096 -0.861 0.885
-0.534 -0.838 -2.366
-0.321 1.566 0.355
0.942 0.069 -1.132
-0.302 -0.101 0.469
-0.047 -0.434 -0.388
-0.035 0.494 -0.792
-0.117 -1.002 -0.199
1.098 -0.016 -0.519
-2.069 -0.205 1.780
0.005 0.454 -1.456
-0.036 -0.273 -0.235
0.154 0.124 0.185
-0.185 -0.459 -0.023
0.119 0.119 0.180
-0.001 -0.084 -0.370
-0.363 0.347 0.112
0.816 0.443 0.043
0.169 -0.530 0.486
-0.416 -0.247 -0.092
-0.338 -0.173 -0.395
0.166 -0.062 -0.147
-1.214 0.269 0.608
-0.272 0.361 -0.329
1.127 0.553 -0.029
-0.687 -0.480 0.774
-0.147 0.022 -0.046
0.479 -0.184 0.343
-0.457 0.037 -0.337
0.389 0.217 0.263
0.287 -0.187 0.253
-0.309 -0.297 0.031
-0.122 0.556 -0.082
0.159 0.076 -0.058
0.232 -0.079 0.919
0.352 0.288 0.256
0.005 -0.295 -0.002
-0.126 -0.165 0.260
0.471 -0.188 -0.219
-0.712 -0.233 -0.301
-0.282 0.748 0.020
0.256 -0.823 0.299
0.346 -0.806 0.019
-0.098 0.597 -0.249
-0.225 -0.084 -0.113
0.419 0.142 0.118
0.256 -0.257 0.163
0.385 -1.060 0.532
-1.708 0.888 0.031
1.458 0.372 0.982
-0.261 -0.086 -1.509
-0.386 -2.165 0.213
0.760 -1.418 -0.513
0.913 1.641 -0.201
-0.541 1.658 -1.029
-0.621 -2.346 1.702
-0.121 0.042 1.537
1.308 1.238 -0.526
-2.313 -0.676 0.049
0.037 -0.134 -0.278
0.368 2.681 -0.163
0.907 -1.154 -0.500
-2.426 -0.912 0.990
1.520 0.090 -0.276
0.226 0.214 -0.485
-0.518 0.494 -0.034
0.031 -0.074 0.023
0.469 -0.232 0.073
0.017 0.072 0.083
-1.067 0.015 0.306
-0.268 0.286 -0.018
0.473 0.210 -0.250
-0.116 -0.295 -0.302
-0.110 0.223 -0.004
-0.037 -0.184 0.231
0.576 0.204 -0.211
-0.723 0.111 0.048
-0.149 -0.378 -0.577
0.611 0.090 -0.066
-0.041 0.280 0.397
-0.430 -0.078 -0.228
0.174 0.013 0.124
-0.207 -0.156 -0.189
-0.352 0.003 0.031
0.004 0.021 0.502
0.690 -0.526 -0.268
0.183 0.266 0.314
0.431 0.361 -0.332
0.212 0.255 0.561
0.012 -0.121 -0.098
0.374 0.052 -0.173
-0.064 -0.405 -0.342
0.046 0.332 -0.284
0.314 0.623 0.416
-0.013 0.047 -0.037
0.247 -0.103 0.053
-0.192 0.471 -0.040
0.297 -0.072 -0.039
-0.003 -0.532 0.041
-0.295 0.118 -0.352
3.112 -0.678 2.572
0.126 -0.019 -1.004
-0.437 -0.115 0.177
-3.234 0.637 -2.306
1.036 0.113 2.093
1.894 -1.736 -3.902
-2.028 -1.054 -1.049
-0.386 2.390 2.857
-4.685 3.162 1.909
1.775 -0.678 -0.910
-0.116 -0.490 1.259
3.505 -2.524 -2.418

=====

[2]
C32H74O14 | the ωB97M-V functional and the def2-TZVPD basis

Summary:
Orbital gap in eV: 9.454

Element x y z (Å)
C  0.887  -2.974  3.771
C  0.531  -4.434  3.924
O  -0.367  -4.935  3.286
C  1.268  -5.213  4.994
H  1.974  -2.857  3.817
H  0.509  -2.362  4.589
H  0.549  -2.596  2.808
H  1.105  -4.769  5.974
H  2.340  -5.146  4.791
H  0.930  -6.244  4.938
C  -0.147  0.334  1.171
C  0.621  -0.439  0.136
O  1.338  -1.385  0.384
C  0.260  -0.136  -1.307
H  -1.220  0.189  1.059
H  0.098  1.396  1.131
H  0.143  -0.098  2.133
H  0.014  -1.069  -1.819
H  1.113  0.251  -1.874
H  -0.558  0.578  -1.383
C  -4.283  -2.130  1.990
C  -3.194  -1.740  1.016
O  -3.267  -0.729  0.348
C  -2.107  -2.754  0.785
H  -4.780  -3.048  1.678
H  -5.060  -1.362  2.006
H  -3.889  -2.168  3.006
H  -2.572  -3.711  0.541
H  -1.430  -2.853  1.634
H  -1.536  -2.478  -0.103
C  -1.278  3.668  -1.020
C  -1.675  5.107  -0.872
O  -2.603  5.451  -0.180
C  -0.839  6.130  -1.615
H  -2.036  3.012  -0.584
H  -0.291  3.514  -0.585
H  -1.231  3.289  -2.047
H  -0.985  7.085  -1.111
H  -1.233  6.256  -2.626
H  0.215  5.865  -1.672
C  -5.218  -1.449  -5.048
C  -4.085  -0.768  -4.298
O  -3.718  0.341  -4.619
C  -3.522  -1.515  -3.115
H  -4.837  -2.398  -5.444
H  -5.483  -0.873  -5.930
H  -6.035  -1.651  -4.359
H  -4.199  -1.299  -2.287
H  -2.538  -1.119  -2.862
H  -3.417  -2.567  -3.364
C  3.980  4.448  -0.637
C  3.031  3.503  0.062
O  1.958  3.899  0.468
C  3.478  2.076  0.269
H  3.742  4.460  -1.703
H  5.025  4.198  -0.476
H  3.797  5.464  -0.283
H  4.560  2.074  0.397
H  3.193  1.526  -0.630
H  3.040  1.674  1.178
C  4.035  0.055  -3.249
C  4.249  -1.421  -3.491
O  3.682  -2.003  -4.384
C  5.107  -2.135  -2.480
H  4.941  0.638  -3.091
H  3.334  0.135  -2.415
H  3.542  0.517  -4.109
H  5.871  -1.488  -2.049
H  5.590  -3.003  -2.926
H  4.467  -2.508  -1.673
C  0.869  -3.487  -3.814
C  -0.566  -3.825  -3.508
O  -1.012  -3.842  -2.381
C  -1.419  -4.208  -4.681
H  0.902  -2.593  -4.442
H  1.362  -4.288  -4.365
H  1.426  -3.286  -2.902
H  -0.964  -5.091  -5.145
H  -1.432  -3.477  -5.492
H  -2.423  -4.474  -4.361
C  -3.072  2.221  2.833
C  -3.927  3.217  3.577
O  -4.645  2.860  4.487
C  -3.886  4.653  3.128
H  -2.025  2.509  2.775
H  -3.515  1.970  1.866
H  -3.173  1.284  3.390
H  -2.852  4.996  3.075
H  -4.489  5.291  3.771
H  -4.321  4.745  2.129
C  3.385  -0.189  3.035
O  3.402  -0.839  4.297
H  4.083  -0.613  2.317
H  2.369  -0.329  2.650
H  3.609  0.882  3.122
H  2.629  -0.460  4.741
C  1.883  -4.757  0.091
O  2.555  -3.708  -0.630
H  0.824  -4.531  0.212
H  2.014  -5.686  -0.464
H  2.336  -4.875  1.078
H  1.904  -2.996  -0.612
C  0.271  4.623  3.199
O  -0.256  3.768  2.205
H  -0.177  4.375  4.164
H  1.359  4.564  3.269
H  -0.036  5.661  3.017
H  0.369  3.759  1.468
C  -0.024  0.591  -4.974
O  0.189  1.936  -4.581
H  0.769  -0.096  -4.667
H  -0.960  0.203  -4.564
H  -0.071  0.475  -6.064
H  -0.690  2.301  -4.450
C  0.396  1.583  5.177
O  1.006  0.319  5.361
H  1.165  2.296  4.880
H  -0.309  1.586  4.336
H  -0.122  1.949  6.063
H  0.404  -0.273  5.820

Atomic forces in eV per Å
0.790 -0.186 -0.326
-0.618 0.372 0.610
0.178 -0.057 -0.179
0.172 0.098 -0.691
-0.053 0.069 -0.035
-0.264 -0.138 0.053
-0.130 0.051 0.070
-0.114 -0.037 0.053
-0.011 -0.111 0.086
0.062 -0.038 0.263
0.892 -0.539 0.749
-1.297 -0.366 -1.071
0.219 0.273 0.407
0.368 0.178 -0.260
-0.021 0.127 -0.390
-0.135 0.043 0.035
-0.047 0.360 0.142
-0.207 -0.053 0.179
0.024 0.158 0.213
-0.033 -0.053 -0.049
-0.364 1.012 0.085
-0.453 -0.500 -0.490
0.082 0.180 0.248
0.188 0.241 -0.530
0.349 -0.290 0.231
0.167 0.080 -0.135
0.049 -0.516 -0.032
0.093 -0.133 0.366
-0.179 -0.235 0.104
0.064 0.113 0.102
-0.508 -0.929 -0.276
0.199 0.133 -0.288
-0.059 -0.066 -0.001
-0.368 0.304 0.226
0.208 0.189 0.535
-0.025 -0.078 0.074
0.259 0.627 -0.184
0.198 -0.001 -0.020
0.056 -0.197 -0.054
0.010 -0.061 0.002
0.898 -0.266 -0.296
-0.415 0.213 -0.249
0.289 -0.077 0.088
0.313 0.549 -0.545
-0.151 -0.108 0.306
-0.355 0.282 0.279
-0.192 -0.007 -0.173
0.055 -0.448 0.174
-0.060 0.063 0.087
-0.282 -0.147 0.415
-0.338 0.317 0.042
0.257 0.110 0.379
-0.086 0.016 -0.190
0.200 0.657 0.081
0.173 -0.181 -0.044
0.011 -0.142 -0.156
-0.050 -0.060 0.056
0.028 -0.264 -0.240
0.095 -0.269 0.154
-0.335 -0.163 -0.221
-0.542 0.390 -0.783
0.120 0.026 0.307
0.027 0.018 -0.114
0.217 -0.256 -0.018
0.105 -0.261 0.453
0.288 0.128 0.219
-0.082 -0.252 0.011
-0.067 0.074 0.016
-0.096 0.012 -0.074
-0.056 0.064 -0.011
-0.070 0.363 0.220
0.224 -0.098 0.043
0.059 0.186 0.021
-0.038 -0.536 -0.460
0.042 -0.073 -0.087
-0.047 -0.021 -0.051
-0.007 -0.113 0.012
-0.050 -0.034 0.107
-0.024 0.250 0.229
-0.037 0.117 -0.020
-0.487 -0.913 0.612
-0.301 0.146 0.006
0.117 0.027 -0.036
-0.180 0.106 -0.135
-0.071 0.169 -0.383
0.276 0.478 -0.249
0.228 0.057 0.092
-0.031 0.083 -0.112
0.154 -0.111 0.244
0.284 -0.144 -0.120
-0.736 -0.026 0.122
0.467 0.191 -0.168
0.119 -0.318 0.270
0.181 0.318 -0.506
-0.016 -0.015 0.088
0.087 -0.144 0.289
0.599 0.143 -0.189
-0.688 -0.366 0.135
-0.057 -0.124 -0.035
-0.154 -0.069 0.053
-0.041 -0.018 0.036
0.471 0.455 0.044
-0.460 0.434 0.077
0.072 -0.161 0.116
0.119 -0.279 -0.039
0.016 -0.006 0.036
0.259 0.024 -0.129
0.068 0.036 0.073
-0.330 -0.758 -0.446
0.109 -0.262 0.170
0.245 0.486 0.352
0.003 0.030 -0.004
-0.098 0.261 0.010
0.054 0.188 -0.029
-0.301 0.486 -0.681
0.124 -0.173 0.107
0.156 -0.098 0.277
-0.061 -0.218 0.149
0.123 -0.063 0.116
-0.082 0.068 -0.002

=====

Looking at E_HOMO for the records above, in order, we have -7.2, -9.1 eV.